(1)
82
Properties=species:S:1:pos:R:3:forces:R:3 method="wB97M-V/def2-TZVPD" spin_multiplicity=4 lumo_ev="1.8 / 1.8" charge=-1 homo_energy_ev="-4.66 / -4.85" de_lowest_kj_mol=119.49 orbital_gap_ev="6.4665 / 6.6517" s_squared=3.79
Tc 0.3172 0.1426 -0.2693 -0.712 -0.967 1.112
O -1.0720 3.1524 -2.6395 -0.070 -0.066 -0.089
As -0.2791 3.2839 -1.0877 -0.128 0.092 0.161
O 0.5186 4.6904 -0.9547 0.008 0.045 -0.010
O 0.7087 1.9143 -0.9221 0.671 0.207 -0.375
C -1.7027 3.1705 0.2225 0.007 -0.011 -0.028
C -1.6633 4.2136 1.1440 0.005 -0.013 -0.030
C -2.5725 4.2668 2.1900 -0.054 -0.023 0.012
C -3.5331 3.2752 2.3186 0.002 0.039 0.017
C -3.5889 2.2402 1.3983 -0.020 -0.038 -0.045
C -2.6803 2.1838 0.3515 0.042 0.011 -0.027
S -2.8796 0.8597 -0.8327 -0.395 -0.128 0.311
O -3.5340 -0.2241 -0.1307 0.079 0.058 -0.018
O -3.5842 1.3934 -1.9598 0.112 0.017 -0.012
O -1.4702 0.5070 -1.2002 0.068 0.228 -0.263
H -0.7121 3.8322 -3.2239 0.047 0.025 0.067
H -0.9079 4.9808 1.0174 0.011 -0.010 -0.004
H -2.5278 5.0836 2.8999 -0.014 -0.008 0.001
H -4.2475 3.3059 3.1319 0.008 0.012 0.001
H -4.3381 1.4640 1.4797 0.021 0.003 -0.002
O 4.3386 -3.6049 3.4621 0.099 -0.047 0.086
C 3.4838 -3.2008 2.7154 -0.011 0.005 -0.005
C 3.3875 -1.8144 2.1158 -0.076 0.257 -0.152
O 4.1456 -0.8807 2.3174 0.040 -0.050 0.058
C 2.1889 -1.8334 1.3001 -0.461 -0.494 0.076
C 1.5241 -3.0889 1.3154 -0.082 0.193 -0.120
O 0.4528 -3.3548 0.7240 0.136 -0.029 0.093
C 2.2695 -3.9779 2.2426 -0.050 -0.007 -0.056
O 1.9411 -5.0863 2.6058 -0.016 -0.133 0.068
O 1.7026 -0.8259 0.6523 0.767 0.836 -0.326
C 3.5522 1.1474 -1.0707 0.168 0.031 -0.009
Si 2.5828 0.5321 -2.5641 0.039 0.045 0.167
C 2.0682 1.9598 -3.6872 -0.094 -0.035 -0.016
C 3.7893 -0.5355 -3.5346 0.083 -0.103 -0.032
C 1.1224 -0.5664 -2.0515 0.023 -0.256 -0.040
Si -0.0484 -1.2237 -3.3753 0.110 0.031 0.023
C 0.9755 -2.2552 -4.5749 -0.025 0.007 -0.116
C -1.2995 -2.3940 -2.6227 -0.032 -0.044 -0.020
C -0.9340 0.0634 -4.4089 0.011 -0.042 -0.074
H 4.6101 0.8818 -1.1680 -0.039 0.036 -0.091
H 3.2255 0.7164 -0.1236 -0.018 0.056 -0.054
H 3.4824 2.2330 -0.9829 -0.036 -0.004 0.014
H 2.3931 2.9140 -3.2648 -0.037 -0.008 0.003
H 0.9831 1.9859 -3.7995 0.028 0.048 0.026
H 2.4998 1.8649 -4.6870 0.040 -0.025 0.016
H 4.6681 0.0605 -3.8011 -0.024 0.001 0.025
H 3.3637 -0.9385 -4.4532 0.093 0.018 0.026
H 4.1334 -1.3735 -2.9202 -0.008 0.015 -0.045
H 1.6133 -1.4933 -1.7081 -0.018 0.013 -0.003
H 1.5730 -3.0166 -4.0685 0.007 0.027 0.015
H 1.6491 -1.6265 -5.1606 -0.070 -0.074 -0.018
H 0.3083 -2.7643 -5.2779 -0.005 0.002 0.030
H -0.8171 -3.1689 -2.0180 -0.007 0.082 -0.078
H -1.8874 -2.8742 -3.4118 0.069 -0.025 0.020
H -1.9924 -1.8386 -1.9965 -0.111 -0.018 0.137
H -0.2620 0.4607 -5.1756 -0.036 0.048 0.051
H -1.3316 0.8864 -3.8192 0.003 0.067 0.045
H -1.7761 -0.4089 -4.9246 0.027 -0.015 0.003
C 0.5250 3.1177 3.7912 -0.023 -0.004 0.005
S -0.0716 1.6594 2.9309 0.106 -0.171 0.181
C 0.4747 0.4338 4.1438 0.007 0.000 -0.069
O 0.8812 1.4970 1.7885 -0.232 0.327 -0.245
H 0.3182 3.9731 3.1516 0.002 -0.003 0.018
H 1.5986 3.0132 3.9434 -0.007 -0.015 -0.005
H -0.0042 3.2173 4.7403 0.007 0.006 -0.011
H -0.3580 0.1274 4.7770 0.002 0.027 0.020
H 1.3051 0.8085 4.7390 0.015 0.001 -0.026
H 0.8160 -0.3998 3.5302 -0.029 0.033 0.021
C -3.2693 -1.2044 2.8076 -0.045 0.012 -0.116
As -1.7625 -1.9814 1.8931 0.248 0.240 -0.054
C -0.8441 -2.9181 3.3039 0.049 -0.011 -0.111
C -2.4287 -3.2213 0.6105 -0.212 -0.023 0.085
O -0.8840 -0.6623 1.3150 -0.073 -0.225 -0.167
H -3.6442 -1.8949 3.5610 -0.029 -0.032 -0.002
H -4.0362 -0.9713 2.0731 0.005 0.037 0.035
H -2.9274 -0.2851 3.2828 0.003 0.011 -0.002
H -1.4979 -2.9818 4.1720 -0.008 -0.013 0.010
H 0.0578 -2.3659 3.5603 -0.015 -0.066 -0.015
H -0.5565 -3.9032 2.9443 0.017 -0.023 0.035
H -2.8320 -4.0668 1.1701 -0.059 0.019 -0.006
H -1.5883 -3.5531 0.0173 0.037 -0.004 -0.087
H -3.2022 -2.7344 0.0202 0.056 -0.007 -0.001

(2)
13
Properties=species:S:1:pos:R:3:forces:R:3 method="wB97M-V/def2-TZVPD" lumo_ev=0.5 charge=0 homo_energy_ev=-9.20 de_lowest_kj_mol=186.50 orbital_gap_ev=9.7516
N 0.1455 -2.5380 -0.5251 1.038 1.586 0.611
C 0.6452 -1.5392 -0.1819 -1.912 -1.046 -0.628
C 1.2736 -0.3411 0.2501 0.823 -1.727 -0.188
C 0.9168 0.9349 0.2236 0.250 0.833 0.088
N 1.7449 1.9522 0.6401 0.207 1.394 -0.211
H 2.2736 -0.6341 0.4943 0.739 0.476 0.472
H -0.0657 1.2629 -0.1165 0.237 -0.079 -0.019
H 1.6001 2.8665 0.1863 0.025 -0.923 0.669
H 2.6755 1.8727 1.0899 -1.241 -0.566 -0.767
N -2.6315 -1.7046 -0.4068 -1.375 4.689 0.013
C -2.8904 -0.4997 -0.4977 -0.186 -5.426 -0.389
S -3.7682 0.7418 -0.8746 0.293 1.187 0.216
H -1.9194 -2.3744 -0.2815 1.101 -0.397 0.133

(3)
103
Properties=species:S:1:pos:R:3:forces:R:3 method="wB97M-V/def2-TZVPD" spin_multiplicity=2 lumo_ev="-7.0 / -9.8" charge=+3 homo_energy_ev="-14.81 / -14.80" de_lowest_kj_mol=0.00 orbital_gap_ev="7.8578 / 5.0225" s_squared=0.77
Ru -2.1791 0.7805 0.8914 -0.346 -0.365 0.121
C -2.9631 1.3397 3.6906 0.012 0.039 0.020
N -2.0175 1.8564 2.6599 -0.122 0.235 0.017
C -0.6077 1.7165 3.0804 0.044 -0.193 -0.178
C -0.2671 0.2455 3.0821 -0.194 0.084 -0.034
C 0.5076 -0.3233 4.0756 0.016 0.027 0.005
C 0.7531 -1.6868 4.0498 -0.004 -0.035 -0.021
C 0.1896 -2.4362 3.0316 0.033 0.008 0.048
C -0.5737 -1.7937 2.0742 -0.093 0.010 -0.028
N -0.8048 -0.4756 2.0683 0.434 0.303 -0.081
C -2.3580 3.2579 2.2841 -0.063 -0.153 -0.233
C -3.6384 3.2179 1.4782 0.210 -0.202 0.046
C -4.6727 4.1167 1.6419 0.025 0.078 -0.011
C -5.8311 3.9659 0.8902 0.016 -0.034 -0.014
C -5.9207 2.8964 0.0158 -0.016 0.036 0.010
C -4.8482 2.0289 -0.0886 0.062 -0.020 -0.044
N -3.7163 2.1830 0.6055 -0.021 0.194 0.070
C -3.5467 -0.0024 3.3381 -0.039 0.003 -0.031
C -4.0694 -0.8284 4.3180 -0.067 0.031 -0.018
C -4.6808 -2.0144 3.9454 -0.011 -0.007 0.014
C -4.7589 -2.3301 2.5981 -0.031 0.002 -0.011
C -4.1947 -1.4646 1.6822 -0.102 0.088 -0.092
N -3.5873 -0.3245 2.0330 0.355 -0.069 0.203
H -3.7882 2.0500 3.7788 -0.021 -0.024 0.010
H -2.4813 1.3040 4.6694 0.026 -0.002 -0.009
H -0.4239 2.1892 4.0483 0.007 -0.099 0.055
H 0.0051 2.2201 2.3297 -0.004 0.070 0.044
H 0.9055 0.2993 4.8660 -0.009 -0.002 0.003
H 1.3550 -2.1547 4.8172 0.000 0.001 -0.001
H 0.3293 -3.5066 2.9753 -0.005 0.001 -0.009
H -1.0252 -2.3764 1.2861 0.006 0.025 -0.042
H -1.5508 3.6068 1.6394 0.031 0.068 0.067
H -2.4250 3.9157 3.1533 -0.114 -0.037 0.029
H -4.5753 4.9214 2.3586 -0.010 -0.001 0.001
H -6.6544 4.6577 1.0052 0.002 0.004 -0.002
H -6.8116 2.7211 -0.5703 -0.002 0.000 0.003
H -4.8951 1.1656 -0.7410 0.009 0.001 0.007
H -4.0071 -0.5382 5.3584 0.008 -0.006 0.002
H -5.0962 -2.6764 4.6933 0.000 0.003 -0.002
H -5.2441 -3.2336 2.2577 -0.003 0.004 0.001
H -4.2396 -1.6739 0.6214 0.041 -0.015 0.016
C -1.0323 5.0162 -1.5572 -0.009 -0.001 0.002
N -1.8087 3.8662 -2.0158 0.027 -0.001 -0.013
C -2.8062 3.9130 -2.9738 0.000 -0.008 -0.011
C -3.2886 2.6689 -3.1132 -0.024 0.009 0.047
N -2.5782 1.8527 -2.2302 -0.176 0.046 0.086
C -1.6766 2.6166 -1.5511 0.124 -0.019 -0.106
S -0.5663 2.1058 -0.3606 0.056 -0.031 0.160
C -2.6942 0.4371 -2.1831 0.319 0.030 -0.045
C -3.1203 -0.2146 -3.3331 0.108 0.005 -0.047
C -3.1758 -1.5945 -3.3464 0.006 -0.016 0.003
C -2.7472 -2.2795 -2.2216 0.023 0.003 -0.027
C -2.3340 -1.5462 -1.1308 0.058 0.033 0.115
N -2.3384 -0.2034 -1.0602 -0.543 -0.102 -0.083
H -1.1131 5.8020 -2.3025 -0.008 -0.001 0.000
H 0.0087 4.7309 -1.4409 0.001 0.000 -0.005
H -1.4212 5.3755 -0.6058 0.003 -0.006 0.004
H -3.0829 4.8290 -3.4656 -0.005 0.000 0.005
H -4.0843 2.3049 -3.7357 -0.009 -0.015 0.012
H -3.3631 0.3448 -4.2233 -0.003 0.024 0.007
H -3.5125 -2.1192 -4.2301 -0.008 0.000 0.004
H -2.7331 -3.3594 -2.1837 0.014 0.001 0.001
H -1.9843 -2.0475 -0.2448 -0.089 -0.021 0.051
C 4.1228 -2.5794 2.6635 -0.046 0.017 -0.025
C 4.9357 -2.5070 1.3765 -0.028 0.040 0.007
C 5.7687 -1.2283 1.2840 -0.004 0.009 0.024
C 4.9773 -0.0192 0.7934 -0.086 -0.022 0.039
N 4.5155 -0.1822 -0.5939 -0.015 0.016 0.092
C 3.2438 -0.4037 -1.0129 -0.044 -0.065 -0.004
Se 1.7430 -0.5246 0.0471 0.106 0.045 -0.050
N 3.2616 -0.5599 -2.3611 -0.040 -0.037 -0.010
C 2.1093 -0.7897 -3.2460 0.009 -0.020 0.042
C 2.0768 -2.1813 -3.8743 0.027 -0.007 0.021
C 1.5736 -3.3038 -2.9657 0.011 0.031 0.020
C 2.5911 -3.7975 -1.9404 -0.020 -0.013 0.002
C 4.5500 -0.4328 -2.8060 0.129 -0.004 0.020
C 5.0962 -0.4800 -4.0963 -0.189 0.010 0.067
C 6.4463 -0.2933 -4.1906 0.240 0.029 0.029
C 7.2570 -0.0488 -3.0479 0.057 -0.020 -0.289
C 6.7344 0.0107 -1.7890 -0.205 -0.007 0.213
C 5.3500 -0.1985 -1.6777 0.074 0.059 -0.157
H 3.5094 -3.4806 2.6926 -0.006 -0.008 0.000
H 3.4555 -1.7167 2.7555 -0.007 -0.002 0.021
H 4.7768 -2.5933 3.5361 0.000 0.003 0.002
H 4.2602 -2.5718 0.5165 0.045 -0.043 -0.051
H 5.5927 -3.3732 1.2993 0.010 0.001 0.058
H 6.6462 -1.3819 0.6552 -0.027 0.015 -0.062
H 6.1480 -0.9629 2.2738 0.050 -0.034 -0.007
H 5.5720 0.8933 0.8289 0.019 -0.007 -0.024
H 4.0868 0.1340 1.3999 0.008 0.031 0.005
H 2.1564 -0.0180 -4.0151 0.034 0.002 -0.007
H 1.2174 -0.6131 -2.6469 -0.015 0.018 -0.028
H 3.0687 -2.4402 -4.2529 -0.005 0.008 -0.038
H 1.4324 -2.1039 -4.7526 -0.032 0.000 0.023
H 1.2831 -4.1419 -3.6008 0.012 -0.002 -0.006
H 0.6599 -2.9711 -2.4582 -0.007 -0.024 -0.013
H 3.5535 -4.0042 -2.4125 0.002 -0.003 -0.001
H 2.2552 -4.7231 -1.4731 -0.006 0.009 0.007
H 2.7559 -3.0749 -1.1391 0.023 0.011 -0.010
H 4.4897 -0.6489 -4.9743 -0.020 -0.011 0.010
H 6.9111 -0.3276 -5.1665 0.054 0.016 0.029
H 8.3197 0.1019 -3.1796 -0.012 0.001 -0.066
H 7.3576 0.2216 -0.9321 -0.020 -0.028 0.027

(4)
61
Properties=species:S:1:pos:R:3:forces:R:3 method="wB97M-V/def2-TZVPD" lumo_ev=-2.6 charge=+1 homo_energy_ev=-12.65 orbital_gap_ev=10.0485
C 1.3719 3.9006 3.1681 -0.217 0.019 -0.696
C 2.2587 4.1132 1.9162 -0.303 0.279 0.621
C 3.1688 2.9320 1.6200 0.006 -0.300 -0.366
C 2.4137 1.7070 1.0946 0.126 1.008 1.012
N 1.9434 2.0277 -0.2557 -1.364 -0.675 0.037
C 1.1071 1.0044 -0.8643 1.762 -0.756 -0.897
O 0.9013 -0.1164 -0.0424 -0.910 0.622 0.193
C 0.2662 -1.1784 -0.7604 0.625 0.139 0.536
C 0.0385 -2.3075 0.2373 0.057 -0.298 -0.549
C 1.2527 -2.6084 1.1043 0.192 -0.324 -0.176
C 2.5587 -2.8518 0.3375 0.568 0.407 0.256
C 3.7448 -2.3973 1.1937 -0.363 -0.111 -0.408
O 3.8349 -3.1400 2.3934 0.036 0.222 -0.032
C -1.0505 -0.6862 -1.3401 0.070 -1.530 0.520
C -1.9781 -1.7566 -1.9248 -0.987 0.897 -0.271
C -3.4323 -1.2141 -1.8263 0.242 0.105 -0.046
C -4.2551 -1.9520 -0.7747 -0.749 0.137 0.181
S -5.3238 -0.7549 0.0255 0.021 1.070 0.228
O -6.0455 -0.0627 -0.9657 -0.992 -0.209 -1.206
O -4.5318 0.0776 0.8700 1.022 -0.362 0.804
O -6.3642 -1.5423 0.9198 0.468 -0.422 -0.384
N -0.8892 0.5078 -2.2627 -0.261 0.300 0.967
C -0.4381 0.2163 -3.6332 -0.859 -0.331 -1.052
F 0.2637 -0.8631 -3.7159 1.043 -1.140 0.464
F 0.2095 1.1943 -4.1691 0.847 1.355 0.022
F -1.5394 0.0345 -4.3333 -1.055 -0.125 -0.399
C -0.1434 1.5854 -1.5072 0.196 1.218 0.641
N -1.1370 2.2264 -0.6717 0.178 -0.303 0.868
C -1.0370 2.1669 0.5592 0.212 -0.878 1.311
O -0.9676 2.0581 1.7177 -0.374 0.618 -1.771
H 1.6361 4.5732 3.9713 0.304 -0.101 0.313
H 0.3360 4.1327 2.9383 -0.177 -0.055 0.007
H 1.3988 2.8622 3.4871 0.036 -0.017 0.317
H 2.8644 4.9915 2.1098 0.206 0.161 -0.227
H 1.6037 4.3838 1.0863 0.150 -0.040 -0.270
H 3.9328 3.1564 0.8783 0.112 0.315 -0.009
H 3.6827 2.6902 2.5461 0.107 -0.237 0.109
H 1.6107 1.5174 1.8109 -0.259 -0.247 -0.193
H 3.0504 0.8341 1.1138 0.194 -0.164 -0.406
H 1.3996 2.8832 -0.2452 0.333 0.236 0.313
H 1.7092 0.6246 -1.7150 -0.260 -0.076 -0.254
H 0.9816 -1.5473 -1.4967 -0.164 0.148 -0.367
H -0.1367 -3.1968 -0.3682 -0.135 -0.162 -0.007
H -0.8688 -2.1463 0.8200 0.029 0.164 0.227
H 1.0337 -3.5223 1.6471 -0.127 -0.054 0.254
H 1.4276 -1.8386 1.8527 -0.203 0.275 -0.026
H 2.6424 -2.2921 -0.5959 -0.189 0.085 -0.072
H 2.7138 -3.8963 0.0878 -0.203 -0.246 -0.040
H 4.6729 -2.5061 0.6451 0.224 -0.194 -0.018
H 3.6144 -1.3303 1.3841 0.090 0.150 0.203
H 3.2684 -2.6968 3.0286 0.027 -0.166 0.281
H -1.6033 -0.2890 -0.4929 0.068 0.373 0.148
H -1.9491 -2.6689 -1.3462 0.467 -0.063 0.121
H -1.7585 -2.0123 -2.9540 0.247 -0.114 -0.076
H -3.4396 -0.1653 -1.5170 0.195 0.165 -0.155
H -3.9197 -1.2270 -2.7922 -0.251 -0.156 -0.092
H -4.9037 -2.6933 -1.2306 0.033 -0.288 0.125
H -3.6437 -2.3718 0.0178 0.080 -0.235 0.041
H -5.9203 -1.8139 1.7374 -0.162 0.036 0.196
H -1.8475 0.8757 -2.3514 0.095 0.132 -0.194
H 0.2109 2.3692 -2.1671 -0.103 -0.255 -0.656

(5)
52
Properties=species:S:1:pos:R:3:forces:R:3 method="wB97M-V/def2-TZVPD" lumo_ev=2.7 charge=-2 homo_energy_ev=0.94 orbital_gap_ev=1.7275
C -0.7159 3.5578 -0.3349 0.252 -0.022 0.690
C -1.3366 3.2520 1.0152 -0.657 -0.071 -0.330
C -1.8564 1.8223 1.2099 0.587 0.002 0.094
C -2.2639 1.1182 -0.0889 0.267 0.435 0.556
C -0.8988 0.9379 2.0293 -0.690 -0.700 -1.285
C 0.6113 1.1331 2.0415 0.418 -1.077 2.485
C 1.4571 0.0044 1.4142 -0.567 0.879 -0.733
C 1.1095 -0.4504 0.0192 0.909 -0.565 0.418
C 2.0032 -1.6538 -0.3573 -0.651 0.374 0.099
S 0.9250 -3.1095 -0.5525 -0.589 -0.073 0.501
C 1.5670 -3.8849 -1.9853 0.348 -0.106 1.405
S 3.0464 -4.5167 -2.0464 0.703 -0.047 -0.184
N 0.7457 -3.8719 -3.0820 0.353 -0.700 1.002
C -0.4620 -4.4447 -3.3582 0.277 -0.870 2.824
C -0.7283 -4.0496 -4.5646 -1.619 0.795 -3.165
N 0.2336 -3.2161 -5.0542 -1.983 -0.078 -3.143
C 1.0901 -3.1506 -4.1499 2.539 1.140 0.574
C 0.8926 0.8909 3.5721 0.776 0.147 -0.259
C -0.2273 0.0142 4.0474 -1.428 1.023 0.332
N -1.3817 0.7257 3.4404 1.634 -1.728 -2.558
S -1.8217 2.3419 4.5381 -1.007 2.480 1.925
H -0.1819 2.7373 -0.7750 0.542 -0.332 -0.347
H -1.4818 3.8372 -1.0219 -0.547 0.132 -0.701
H -0.0631 4.4096 -0.2221 0.405 0.299 -0.166
H -2.2065 3.8880 1.0904 -0.332 0.428 0.320
H -0.6861 3.5444 1.8284 0.236 -0.017 0.294
H -2.7575 1.9090 1.8028 -0.295 -0.006 0.350
H -2.8039 0.2123 0.1590 -0.101 -0.338 -0.086
H -2.9142 1.7705 -0.6397 -0.508 0.284 -0.396
H -1.4340 0.8933 -0.7401 0.398 -0.270 -0.269
H -1.0051 -0.0479 1.5878 -0.162 -0.470 -0.145
H 0.9251 2.1281 1.8183 0.200 0.549 -0.675
H 2.4725 0.3726 1.3993 0.547 0.080 0.161
H 1.4276 -0.8182 2.1177 -0.019 -0.521 0.067
H 1.2939 0.3099 -0.7192 -0.250 0.482 -0.166
H 0.0829 -0.7555 -0.0512 -0.561 0.104 -0.246
H 2.4980 -1.4793 -1.2904 0.136 0.097 -0.685
H 2.7350 -1.8150 0.4140 0.402 -0.399 0.340
H -1.0135 -5.0543 -2.6900 -0.143 -0.328 0.570
H -1.6070 -4.2799 -5.1215 -0.391 -0.117 -0.380
H 1.9886 -2.5742 -4.1517 0.326 0.481 0.005
H 1.8360 0.4061 3.7590 0.540 -0.283 -0.228
H 0.9779 1.8128 4.1180 -0.560 0.470 0.432
H -0.3966 0.0456 5.1097 0.222 -0.163 0.585
H -0.2146 -1.0031 3.6979 0.360 -0.508 -0.267
H -2.2387 0.2011 3.3074 -0.239 -0.203 0.634
H -1.1336 3.4003 4.0561 0.013 -0.281 -0.167
O -0.0315 0.7676 -4.6088 0.178 0.157 0.103
P 0.7811 0.5000 -3.3289 0.022 -0.576 -0.073
O 0.0951 -0.5779 -2.4360 0.151 0.175 -0.462
O 0.8672 1.8154 -2.5190 -0.132 -0.014 0.219
O 2.1997 -0.0060 -3.7033 -0.309 -0.150 0.131